24
Properties=species:S:1:pos:R:3:mulliken_charge:R:1 method="wB97M-V/def2-TZVPD" homo_ev=-9.1 smiles="C/N=C(/C(C)C)n1cccn1" max_force_ev_per_a=6.20 relative_energy_ev=2.488
C 2.95 -0.68 0.80 -0.794
C 2.99 0.67 0.53 -0.233
C 1.62 -1.02 0.78 -0.093
C -0.47 0.28 0.19 0.494
C -2.68 -0.73 -0.52 -1.560
C -0.56 -1.49 -1.58 -1.217
C -0.49 2.64 0.85 -0.887
C -1.14 -0.94 -0.25 0.301
N 1.77 1.17 0.37 -1.036
N -1.15 1.48 0.25 -0.452
N 0.94 0.15 0.39 0.793
H 3.68 -1.43 0.99 0.417
H 3.83 1.38 0.50 0.402
H 1.23 -1.99 0.93 0.381
H -3.13 -1.55 -1.02 0.432
H -3.13 -0.63 0.43 0.350
H -2.57 0.18 -1.08 0.438
H 0.54 -1.42 -1.65 0.364
H -0.86 -0.78 -2.32 0.386
H -1.08 -2.52 -1.90 0.277
H 0.10 3.02 0.02 0.327
H -0.10 2.52 1.81 0.319
H -1.25 3.45 1.01 0.296
H -1.05 -1.77 0.47 0.295